{"formula": "C5H6O2", "method": "wB97M-V/def2-TZVPD", "e_above_lowest_ev": 2.576, "largest_force_ha_per_bohr": 0.016, "homo_ev": -10.092, "spin_multiplicity": 1, "smiles": "C#C[C@H](C=O)CO", "symbols": ["O", "C", "C", "C", "O", "C", "C", "H", "H", "H", "H", "H", "H"], "positions_angstrom": [[-2.248, -0.266, 0.187], [-0.973, -0.809, 0.323], [0.083, 0.100, -0.455], [-0.067, 1.445, 0.210], [-1.122, 2.050, 0.197], [1.462, -0.399, -0.444], [2.584, -0.836, -0.407], [-2.135, 0.715, 0.176], [-0.670, -0.907, 1.381], [-0.942, -1.798, -0.143], [-0.310, 0.143, -1.479], [0.768, 1.815, 0.824], [3.570, -1.253, -0.372]], "forces_ev_per_angstrom": [[-0.027, 0.168, -0.094], [0.657, 0.031, -0.184], [-0.340, -0.288, 0.161], [-0.334, 0.331, 0.142], [0.748, 0.141, -0.092], [0.291, -0.343, 0.156], [-0.553, 0.165, 0.012], [-0.437, -0.673, 0.031], [0.004, 0.044, -0.267], [-0.032, 0.104, 0.136], [0.119, 0.145, 0.136], [0.149, 0.010, -0.108], [-0.244, 0.164, -0.031]]}